No. 1
A 4-piece molecular cluster, C35H42N4O11P overall in a non-equilibrium geometry, computed with the ωB97M-V functional and the def2-TZVPD basis.

```
93
Properties=species:S:1:pos:R:3:forces:R:3:lowdin_charge:R:1
P 1.32881 3.83227 1.91047 0.51 0.17 0.19 0.526
O -1.36597 -7.59488 0.20873 -0.48 -0.28 -0.16 0.073
O -3.12169 -0.82574 -0.46628 -0.02 0.01 0.00 0.096
O 0.90888 4.38305 3.19995 -0.07 0.24 0.27 -0.267
O 1.98818 5.00251 0.98858 -0.47 -1.14 -0.18 -0.204
O -2.49379 0.90843 -1.57750 -0.12 -0.13 -0.13 0.059
O 1.21094 -2.96763 4.83330 -0.19 0.28 -0.40 -0.085
O 0.08034 3.26231 1.03958 0.45 -0.04 0.70 -0.225
O -2.73110 -6.52412 -1.07881 -0.03 -0.16 -0.07 0.080
O 6.15356 3.97842 -3.03335 -0.02 0.05 -0.03 0.089
O 5.23197 5.21591 -1.53227 0.11 0.03 -0.09 0.067
O 3.41631 -3.13548 5.03782 0.32 0.54 -0.99 -0.086
N 5.58858 4.98976 -2.67177 0.02 -0.13 0.11 -0.342
N 2.91888 -0.71698 3.29001 -0.33 0.01 -0.84 -0.031
N -2.48029 -7.23096 -0.12389 0.07 -0.27 0.20 -0.333
N -3.34194 0.14079 -1.16214 0.20 -0.02 -0.02 -0.342
C -3.60979 -7.68691 0.69826 -0.24 -0.03 0.25 -0.136
C 2.21550 4.59328 -0.37186 -0.24 0.53 -0.99 -0.283
C 3.07640 -3.97030 1.27368 0.24 0.63 -0.67 -0.139
C -0.17964 -4.94170 -0.38448 -0.06 -0.22 -0.15 -0.091
C 2.43986 1.67690 3.35512 -0.58 0.57 0.32 -0.204
C 3.53200 -2.74295 2.08860 0.02 -0.65 0.47 -0.163
C 4.84110 7.96781 -5.57282 0.00 0.01 -0.01 -0.076
C 5.68631 5.79266 -4.99786 0.12 -0.15 -0.21 -0.004
C -3.36143 -8.46422 1.81500 0.16 -0.14 0.18 0.004
C -4.74044 0.41275 -1.52499 -0.30 0.09 -0.08 -0.141
C -2.30730 3.13017 0.66355 1.23 0.00 -0.05 -0.072
C 2.56250 2.49399 2.04205 -0.53 -0.34 -0.64 -0.205
C 1.76164 -3.81649 0.52995 0.45 -0.67 0.38 -0.226
C -4.42644 -8.87354 2.60176 -0.13 0.05 -0.09 -0.065
C 4.70458 7.20002 -3.29956 -0.11 0.17 0.19 -0.002
C -5.72197 -8.50700 2.26346 -0.01 -0.01 0.01 -0.078
C 1.83426 0.26305 3.17165 1.29 0.10 0.66 -0.219
C -6.35328 1.76150 -2.65623 -0.07 -0.12 0.08 -0.071
C 1.07689 5.00862 -1.32681 0.27 -0.49 0.20 -0.071
C 2.47324 -2.11706 3.01289 1.22 0.48 0.53 -0.274
C 5.44538 6.77444 -5.94590 -0.07 0.11 0.09 -0.069
C 4.46878 8.17894 -4.25195 0.05 -0.06 -0.13 -0.067
C 5.31624 6.02026 -3.68458 -0.06 0.24 -0.22 -0.144
C -0.66938 -3.72265 -0.82034 -0.78 -0.68 -0.42 -0.105
C -7.36486 0.94450 -2.16908 -0.02 0.00 -0.01 -0.080
C -7.05615 -0.14413 -1.36429 0.02 0.13 -0.09 -0.069
C -4.89555 -7.31931 0.34466 -0.20 0.13 -0.15 -0.005
C 1.02541 -4.96197 0.28040 0.12 -0.80 0.21 -0.047
C 1.25953 -2.62509 0.05459 0.51 0.89 0.20 -0.054
C 2.37961 -2.81235 4.40090 -0.76 -1.00 1.07 -0.707
C -1.19900 3.64038 1.60037 -0.99 0.36 -0.77 -0.269
C -5.95646 -7.73416 1.13381 0.08 -0.09 0.10 -0.072
C 0.05264 -2.57507 -0.60657 -0.46 0.52 -0.36 -0.094
C -5.03154 1.49666 -2.33321 0.05 0.24 -0.15 -0.003
C -5.73607 -0.41563 -1.04000 -0.11 -0.22 0.15 0.000
H -2.03861 2.12034 0.34130 -0.28 0.05 0.22 0.054
H -0.70232 -5.88388 -0.55367 0.45 0.88 -0.09 0.052
H -8.39735 1.15761 -2.41649 0.02 -0.01 0.00 0.104
H 4.41368 7.36650 -2.27203 0.07 -0.15 0.02 0.121
H -1.32997 3.26209 2.61631 0.30 0.05 -0.15 0.116
H 3.13022 5.08269 -0.72026 -0.09 -0.19 0.42 0.085
H -6.96706 -7.45147 0.87049 0.03 0.01 -0.02 0.104
H 4.66052 8.73625 -6.31398 -0.01 -0.02 0.01 0.105
H -4.24550 -9.47606 3.48169 0.03 0.02 -0.01 0.108
H 4.00677 -1.97388 1.46457 -0.44 -0.09 -0.10 0.099
H 3.99671 9.10849 -3.96338 0.00 -0.03 0.03 0.108
H -2.27711 3.75208 -0.24004 -0.40 -0.13 0.14 0.072
H 1.42280 0.20319 2.15680 -0.27 -0.22 0.31 0.104
H -5.07978 -6.71506 -0.53191 0.18 0.01 0.00 0.118
H -7.84538 -0.78037 -0.98653 0.03 -0.01 0.01 0.106
H 4.33327 -3.09202 2.75986 -0.15 0.18 -0.10 0.106
H 1.49503 5.02112 -2.34213 -0.16 0.20 0.13 0.069
H 1.08443 0.05750 3.95203 -0.28 0.21 -0.45 0.120
H -4.24576 2.13533 -2.71044 0.10 -0.11 0.10 0.119
H 3.43075 1.64722 3.82123 -0.19 -0.32 -0.10 0.106
H 1.40606 -5.92570 0.62182 -0.01 0.20 0.04 0.113
H -5.49739 -1.26323 -0.41330 0.17 0.07 -0.02 0.122
H -1.24079 4.73704 1.59119 -0.02 -0.20 0.44 0.114
H 3.34312 -0.67337 4.21066 -0.13 -0.08 -0.02 0.107
H 1.46380 -2.07692 2.60097 0.18 -0.15 -0.08 0.118
H 6.15906 4.86591 -5.28970 -0.01 -0.03 0.17 0.120
H 2.33823 3.50666 -0.47315 0.20 0.18 0.25 0.110
H 2.37319 1.80183 1.20751 0.21 0.21 0.03 0.085
H -0.36819 -1.64025 -0.96422 0.21 0.06 0.13 0.090
H -6.55176 -8.82333 2.88306 0.01 0.00 -0.01 0.104
H -2.35389 -8.74990 2.08076 0.04 0.12 -0.12 0.123
H 0.28595 4.25200 -1.32165 -0.02 0.30 0.11 0.060
H -6.59535 2.60777 -3.28531 0.04 0.00 0.01 0.105
H 3.55407 2.92642 1.87009 -0.18 0.03 0.19 0.097
H 3.84331 -4.13437 0.49522 -0.08 -0.08 0.23 0.114
H 1.80771 -1.70137 0.23321 -0.04 -0.14 -0.02 0.112
H -1.62421 -3.70994 -1.34341 0.12 0.19 0.08 0.093
H 0.66869 5.98771 -1.05815 0.12 -0.12 -0.12 0.079
H 3.05410 -4.89766 1.85626 -0.12 0.30 0.15 0.113
H 1.80330 2.23090 4.05871 0.20 0.03 -0.17 0.090
H -3.28057 3.14840 1.15954 0.10 0.07 -0.18 0.078
H 5.73195 6.61067 -6.97610 0.00 -0.03 0.02 0.106
```
Forces are in eV/Å.

Summary:
total charge	-1
orbital gap	4.46	eV
HOMO energy	-3.79	eV



No. 2
C32H30BCl3FeN8O7S as an isolated structure in a non-equilibrium geometry, computed with the ωB97M-V functional and the def2-TZVPD basis.

```
83
Properties=species:S:1:pos:R:3:forces:R:3:lowdin_charge:R:1
Fe 1.17373 -0.18324 1.82901 -0.94 -0.33 1.05 0.874
Cl 3.82414 -3.81896 3.71009 0.12 -0.03 -0.06 0.631
Cl 5.47094 -3.17759 1.41408 -0.10 0.06 -0.06 0.595
Cl 3.11803 -4.82573 1.09482 0.02 0.09 0.01 0.610
S 5.25469 0.55329 -5.23046 -0.29 -0.06 0.28 0.383
O 5.34401 -0.85231 -5.54684 0.07 -0.12 -0.14 -0.331
O 0.37504 0.74881 0.28179 0.23 -0.15 -0.26 -0.156
O 4.36915 1.34475 -6.05144 0.00 0.06 -0.19 -0.332
O -1.11792 1.82895 -0.94610 0.13 -0.21 0.02 0.015
O 6.51220 1.19260 -4.87992 0.22 0.09 -0.04 -0.309
O 1.89070 -2.22052 1.15433 0.38 0.35 -0.18 -0.092
O 3.41700 -1.11241 2.33996 -0.13 -0.54 -0.87 -0.091
N 0.40025 -1.17813 4.78502 -0.08 0.00 0.08 -0.022
N -0.83506 0.58321 2.79018 -0.07 0.40 -0.08 0.022
N 0.66222 -1.64456 3.54638 0.20 -0.21 0.19 0.028
N 2.06167 1.06373 3.46629 0.08 0.12 -0.13 0.012
N -2.72886 0.35178 -2.45859 -0.04 -0.50 -0.17 0.101
N -0.85370 0.87414 4.10883 -0.15 -0.12 0.11 -0.036
N 1.55866 1.04206 4.71354 0.03 0.11 0.12 -0.019
N 3.16780 0.91233 0.22200 1.05 0.36 1.41 0.190
C 4.77072 -0.46360 -2.68769 -0.07 0.48 -0.76 -0.008
C 0.66528 -2.97202 3.63899 -0.23 -0.01 0.11 -0.167
C 0.39954 -3.37715 4.95829 -0.01 -0.06 -0.16 -0.072
C -1.88441 1.20311 2.25813 -0.07 -0.06 0.04 -0.119
C 3.46832 2.14211 4.85236 0.11 0.03 -0.10 -0.061
C 4.50031 0.59209 -3.61540 -0.01 0.10 0.35 -0.164
C -6.22827 1.17132 -3.24437 -0.02 0.07 0.03 -0.240
C 3.58312 0.80004 -1.02163 0.12 -0.17 -1.05 -0.251
C -0.46561 0.80785 -0.69302 0.10 -0.02 -0.11 -0.559
C 3.21767 1.72076 3.54305 -0.01 0.07 -0.07 -0.154
C 0.23757 -2.19561 5.65026 0.00 -0.01 -0.04 -0.082
C -1.90364 1.66024 4.40821 0.01 -0.04 -0.06 -0.090
C -4.11919 2.59548 -3.27941 -0.09 -0.05 0.03 -0.033
C -0.78412 -2.72404 -3.14105 -0.07 -0.03 0.01 -0.085
C 3.80407 -3.45503 1.97291 -0.05 0.08 0.08 -1.492
C 3.29009 1.84742 -1.96131 -0.06 -0.29 0.47 0.023
C 0.38313 -1.40573 -1.53382 -0.12 0.17 -0.05 -0.033
C -7.06780 2.37230 -3.61698 0.06 -0.09 -0.02 -0.061
C 2.96528 -2.14340 1.78125 0.20 0.30 0.33 -0.840
C 3.75076 1.74841 -3.22504 0.44 -0.63 -0.51 -0.012
C -1.78649 -1.77237 -3.19424 -0.04 0.02 -0.01 -0.037
C -4.09914 0.16560 -2.67511 0.21 -0.03 0.00 -0.192
C -1.73515 -0.62330 -2.39404 -0.19 0.14 -0.05 -0.175
C 2.37775 1.67965 5.56230 0.00 0.01 0.02 -0.080
C -6.10538 -1.16821 -2.67423 0.02 0.07 0.01 -0.094
C -6.84853 -0.06186 -3.05966 0.02 -0.03 0.00 -0.076
C 4.31440 -0.37051 -1.42122 -0.28 0.33 0.33 0.025
C -0.61442 -0.42930 -1.56088 0.09 0.05 0.25 -0.049
C 0.30751 -2.55530 -2.29839 0.05 -0.02 -0.01 -0.082
C -4.74027 -1.05755 -2.46924 -0.02 -0.03 0.02 -0.037
C -2.60408 1.89781 3.24501 0.01 0.02 -0.16 -0.061
C -4.84673 1.28751 -3.06878 0.03 0.21 -0.05 -0.165
B 0.22705 0.32595 5.04306 0.02 -0.01 -0.06 -0.521
H -2.08522 1.13374 1.19795 0.06 0.09 0.18 0.096
H 3.64426 0.33901 0.94417 -0.65 0.11 -0.27 0.101
H 0.84685 -3.57557 2.75936 -0.07 0.10 0.19 0.093
H 2.71403 2.70859 -1.64116 -0.02 -0.10 0.10 0.129
H -8.12258 2.09897 -3.65066 0.02 0.01 0.00 0.068
H 2.12790 1.76812 6.61036 0.00 -0.06 -0.16 0.118
H 4.50554 -1.15249 -0.69628 -0.06 0.04 0.09 0.102
H -3.81951 3.04824 -2.32578 -0.01 -0.04 -0.09 0.093
H -6.79369 2.77120 -4.59797 -0.01 -0.01 0.06 0.079
H 4.31887 2.69296 5.22408 -0.11 -0.07 -0.05 0.089
H 3.83181 1.86578 2.66199 -0.07 -0.04 0.20 0.095
H -6.95079 3.17992 -2.89030 0.00 -0.02 -0.04 0.082
H 0.33881 -4.38463 5.34235 0.01 0.13 -0.05 0.090
H 0.01722 -2.00946 6.69356 0.03 0.02 -0.20 0.116
H -3.20323 2.43285 -3.85400 -0.06 0.01 0.05 0.088
H -7.92004 -0.14998 -3.20914 0.07 0.01 0.02 0.098
H -2.07801 1.99564 5.42066 0.06 -0.09 -0.10 0.114
H 1.08751 -3.30705 -2.23920 -0.05 0.11 -0.02 0.102
H 1.23180 -1.24815 -0.88749 0.03 -0.03 0.06 0.075
H -2.42517 1.21881 -2.03832 0.02 0.25 0.13 0.084
H -4.17344 -1.90869 -2.11683 0.01 0.01 -0.04 0.106
H -0.06500 0.52014 6.19942 0.08 0.01 -0.12 0.117
H 2.86522 1.83656 0.51205 -0.34 -0.31 0.08 0.125
H -4.73399 3.32029 -3.81237 0.04 -0.05 0.05 0.062
H 3.56681 2.52159 -3.96213 0.06 -0.14 0.00 0.125
H 5.33871 -1.32243 -3.02649 -0.06 0.12 -0.07 0.127
H -0.85427 -3.60609 -3.76982 0.00 0.08 0.03 0.101
H -2.61518 -1.89427 -3.88110 0.03 -0.01 0.06 0.110
H -3.49043 2.50020 3.11667 0.08 -0.10 0.02 0.087
H -6.59880 -2.11869 -2.50490 0.04 0.03 -0.02 0.098
```
Forces are in eV/Å.

Summary:
spin multiplicity	6
total charge	-1
orbital gap (alpha / beta)	7.54 / 4.41	eV
⟨S²⟩	8.780
HOMO energy (alpha / beta)	-5.43 / -5.43	eV
energy relative to the best compared isomer or geometry (same formula, charge and spin)	73.5	kJ/mol